# C33H54F18N5O14P2S

A cluster of 3 separate species, C33H54F18N5O14P2S in total (the ωB97M-V functional and the def2-TZVPD basis, OMol25).

Last column: Mulliken charge in e.
Element x y z (Å)
C1 2.482 -2.370 -1.727  -1.427
C2 3.142 -0.979 -1.830  0.097
N1 4.546 -0.898 -1.341  0.743
C3 5.441 -0.181 -2.251  -0.741
C4 6.096 1.089 -1.594  -1.457
C5 5.951 1.135 -0.099  0.443
N2 4.889 1.750 0.384  -0.254
C6 5.044 1.635 1.750  0.752
N3 4.148 2.114 2.584  0.329
C7 3.001 2.829 1.976  -1.580
C8 1.924 1.835 1.425  -0.274
C9 0.558 2.499 1.687  0.735
F1 0.257 2.485 3.006  -0.291
F2 0.668 3.762 1.218  -0.326
C10 -0.598 1.791 0.924  0.572
F3 -0.499 0.456 0.984  -0.350
F4 -0.393 2.100 -0.380  -0.349
C11 -2.035 2.313 1.279  0.815
F5 -2.008 3.532 1.829  -0.336
F6 -2.699 2.476 0.121  -0.464
C12 -2.848 1.394 2.261  0.493
F7 -2.086 0.774 3.167  -0.319
F8 -3.652 2.220 2.961  -0.287
C13 -3.836 0.409 1.525  0.563
F9 -3.266 -0.179 0.472  -0.304
F10 -4.893 1.164 1.179  -0.210
C14 -4.394 -0.709 2.455  0.561
F11 -3.525 -1.734 2.519  -0.293
F12 -4.556 -0.282 3.717  -0.295
C15 -5.776 -1.311 2.017  0.600
F13 -6.794 -0.507 2.301  -0.247
F14 -5.953 -2.398 2.795  -0.285
C16 -5.862 -1.826 0.548  0.649
F15 -6.923 -2.641 0.496  -0.271
F16 -6.110 -0.862 -0.324  -0.227
F17 -4.820 -2.544 0.179  -0.231
C17 4.161 2.017 4.025  -1.181
O1 4.819 3.126 4.591  -0.398
C18 4.885 2.939 6.007  -0.738
N4 6.177 0.999 2.090  0.320
C19 6.816 0.664 3.313  -0.790
O2 6.395 -0.620 3.772  -0.097
O3 7.022 -0.714 5.026  -0.438
N5 6.745 0.648 0.880  0.037
S1 8.152 -0.217 0.527  1.210
O4 9.217 0.700 0.419  -0.612
O5 7.977 -0.966 -0.654  -0.502
F18 8.447 -1.209 1.697  -0.163
C20 5.089 -2.181 -0.942  0.158
C21 5.159 -2.445 0.585  -0.911
O6 5.503 -3.003 -1.678  -0.524
H1 2.407 -2.764 -0.705  0.244
H2 1.459 -2.292 -2.127  0.506
H3 2.993 -3.092 -2.380  0.384
H4 3.019 -0.639 -2.870  0.286
H5 2.546 -0.273 -1.218  -0.164
H6 4.969 0.151 -3.184  0.453
H7 6.273 -0.841 -2.544  0.405
H8 5.709 2.031 -2.005  0.498
H9 7.175 1.096 -1.825  0.403
H10 2.507 3.382 2.788  0.673
H11 3.310 3.583 1.248  0.281
H12 2.059 1.647 0.352  0.251
H13 1.986 0.908 2.013  0.374
H14 3.108 2.074 4.365  0.584
H15 4.546 1.055 4.406  0.752
H16 5.248 1.921 6.250  0.325
H17 3.880 3.066 6.447  0.315
H18 5.601 3.632 6.463  0.272
H19 7.918 0.623 3.243  0.523
H20 6.609 1.374 4.131  0.593
H21 7.105 -1.675 5.147  0.339
H22 4.222 -2.965 0.841  0.336
H23 5.999 -3.118 0.798  0.324
H24 5.258 -1.484 1.106  0.040
O7 -7.513 6.463 -2.956  -0.791
P1 -6.184 6.090 -2.374  1.233
O8 -5.898 7.335 -1.328  -0.360
C22 -6.915 7.800 -0.446  -0.297
C23 -6.785 7.174 0.930  -0.968
O9 -5.202 6.514 -3.612  -0.367
C24 -5.710 6.615 -4.943  -0.315
C25 -6.056 8.054 -5.274  -1.053
O10 -4.898 5.215 -1.785  -0.381
C26 -5.019 4.454 -0.588  0.383
C27 -6.257 3.581 -0.555  -1.294
H25 -7.913 7.617 -0.848  0.302
H26 -6.790 8.881 -0.363  0.346
H27 -7.015 6.106 0.894  0.174
H28 -7.477 7.640 1.634  0.429
H29 -5.769 7.283 1.313  0.239
H30 -6.569 5.959 -5.085  0.346
H31 -4.925 6.266 -5.617  0.352
H32 -6.687 8.504 -4.507  0.283
H33 -6.573 8.116 -6.233  0.361
H34 -5.148 8.657 -5.330  0.280
H35 -4.975 5.121 0.277  0.047
H36 -4.136 3.820 -0.530  -0.037
H37 -7.171 4.179 -0.645  0.494
H38 -6.306 3.020 0.377  0.297
H39 -6.249 2.873 -1.387  0.396
O11 0.919 -6.164 -2.401  -0.711
P2 -0.016 -7.338 -2.380  1.060
O12 -0.085 -7.695 -0.767  -0.366
C28 -0.266 -6.673 0.204  -0.086
C29 -1.723 -6.540 0.606  -1.049
O13 1.002 -8.519 -2.870  -0.364
C30 2.180 -8.207 -3.613  -0.305
C31 3.384 -8.129 -2.692  -1.023
O14 -1.254 -8.383 -2.735  -0.390
C32 -2.614 -7.999 -2.553  -0.089
C33 -2.937 -6.645 -3.150  -1.127
H40 0.116 -5.711 -0.145  0.156
H41 0.323 -6.961 1.079  0.351
H42 -2.319 -6.147 -0.222  0.164
H43 -1.832 -5.855 1.450  0.419
H44 -2.140 -7.508 0.885  0.265
H45 2.054 -7.284 -4.178  0.306
H46 2.329 -9.009 -4.337  0.356
H47 3.196 -7.481 -1.836  0.257
H48 4.258 -7.755 -3.230  0.355
H49 3.619 -9.117 -2.294  0.296
H50 -2.868 -8.041 -1.491  0.169
H51 -3.222 -8.759 -3.045  0.327
H52 -2.321 -5.854 -2.706  0.321
H53 -3.986 -6.395 -2.986  0.368
H54 -2.743 -6.644 -4.224  0.344

Results
Total charge: +1
Electronic energy, eV: -149529.085
Gap between HOMO and LUMO, eV: 7.7



# C33H54N3O6RuS2Si

A structure of composition C33H54N3O6RuS2Si (the ωB97M-V functional and the def2-TZVPD basis, OMol25).

Last column: Löwdin spin population.
Element x y z (Å)
Ru1 -1.460 -0.388 -1.222  0.348
C1 -3.030 2.150 -3.188  0.002
O1 -2.263 1.968 -2.011  0.027
C2 -2.566 2.934 -1.019  0.001
C3 -1.929 2.510 0.303  0.001
O2 -2.376 1.195 0.578  -0.013
C4 -2.007 0.703 1.860  0.000
C5 -2.664 -0.660 2.037  -0.001
O3 -2.124 -1.541 1.071  -0.009
C6 -2.541 -2.880 1.257  -0.001
H1 -2.775 3.100 -3.669  0.000
H2 -4.102 2.137 -2.970  0.000
H3 -2.792 1.321 -3.852  0.001
H4 -3.657 3.003 -0.897  0.000
H5 -2.175 3.918 -1.317  0.001
H6 -2.258 3.197 1.099  0.000
H7 -0.831 2.533 0.229  0.000
H8 -2.361 1.393 2.642  -0.001
H9 -0.916 0.590 1.929  0.001
H10 -3.754 -0.582 1.907  0.000
H11 -2.458 -1.036 3.048  -0.001
H12 -2.189 -3.256 2.223  0.000
H13 -2.098 -3.465 0.453  -0.001
H14 -3.631 -2.970 1.220  0.000
C7 -1.021 -3.808 -4.070  0.001
C8 -2.251 -3.862 -4.707  -0.005
C9 -3.321 -3.178 -4.155  0.001
C10 -3.132 -2.443 -2.986  -0.003
N1 -1.931 -2.385 -2.390  0.006
C11 -0.910 -3.055 -2.910  -0.005
C12 -4.222 -1.699 -2.333  0.001
C13 -5.568 -1.996 -2.549  -0.001
C14 -6.542 -1.279 -1.874  0.001
C15 -6.148 -0.285 -0.993  -0.001
C16 -4.790 -0.040 -0.847  0.001
N2 -3.858 -0.719 -1.495  0.003
H15 -0.165 -4.328 -4.467  0.000
H16 -2.382 -4.429 -5.616  0.000
H17 -4.284 -3.198 -4.641  0.000
H18 0.030 -2.990 -2.371  0.000
H19 -5.852 -2.782 -3.227  0.000
H20 -7.588 -1.495 -2.029  0.000
H21 -6.874 0.283 -0.433  0.000
H22 -4.437 0.730 -0.174  0.000
C17 3.249 -3.884 1.909  0.000
C18 2.499 -2.738 2.585  0.001
C19 3.046 -2.481 3.987  0.000
C20 1.000 -3.015 2.630  0.007
O4 2.758 -1.573 1.786  0.006
Si1 2.093 -0.172 1.429  0.037
S1 0.591 -0.574 -0.145  0.508
O5 3.101 0.842 0.726  0.025
C21 4.443 0.765 0.210  0.001
C22 4.436 -0.097 -1.048  0.001
C23 5.358 0.168 1.272  0.001
C24 4.838 2.208 -0.101  0.000
O6 1.133 0.562 2.487  0.004
C25 1.361 1.533 3.527  0.000
C26 0.954 2.903 2.984  0.000
C27 2.827 1.550 3.937  0.000
C28 0.484 1.126 4.710  0.000
H23 3.146 -4.795 2.489  0.000
H24 4.304 -3.641 1.824  0.000
H25 2.852 -4.055 0.912  0.000
H26 3.013 -3.395 4.573  0.000
H27 2.454 -1.723 4.494  0.000
H28 4.079 -2.144 3.932  0.000
H29 0.807 -3.879 3.259  0.000
H30 0.625 -3.211 1.628  0.005
H31 0.474 -2.153 3.035  0.001
H32 4.067 -1.091 -0.806  0.000
H33 5.439 -0.185 -1.455  0.000
H34 3.789 0.341 -1.806  0.000
H35 5.070 -0.859 1.475  0.000
H36 5.289 0.739 2.195  0.000
H37 6.388 0.185 0.932  0.000
H38 4.214 2.608 -0.896  0.000
H39 5.877 2.261 -0.412  0.000
H40 4.714 2.824 0.785  0.000
H41 1.496 3.102 2.062  0.000
H42 1.199 3.672 3.710  0.000
H43 -0.113 2.940 2.782  0.000
H44 3.435 1.933 3.123  0.000
H45 3.164 0.547 4.184  0.000
H46 2.960 2.187 4.807  0.000
H47 -0.565 1.105 4.429  0.000
H48 0.616 1.834 5.522  0.000
H49 0.766 0.138 5.063  0.000
S2 -0.375 0.135 -3.741  0.023
C29 0.342 1.660 -3.584  0.004
N3 0.547 2.419 -4.691  0.001
C30 1.061 3.666 -4.652  0.001
C31 1.408 4.233 -3.458  -0.001
C32 1.257 3.470 -2.286  0.000
C33 0.747 2.205 -2.352  0.006
H50 0.300 2.006 -5.584  0.000
H51 1.177 4.179 -5.595  0.000
H52 1.802 5.233 -3.406  0.000
H53 1.555 3.890 -1.340  0.000
H54 0.648 1.579 -1.473  0.011

Results
Total charge: +2
Electronic energy, eV: -83972.841
Gap between HOMO and LUMO (alpha / beta), eV: 7.2 / 6.3
<S²>: 1.119
2S+1: 2



# C33H54O15

A cluster of 9 separate species, C33H54O15 in total (the ωB97M-V functional and the def2-TZVPD basis, OMol25).

Last column: Mulliken charge in e.
Element x y z (Å)
O1 -5.156 2.195 1.963  -0.625
C1 -4.488 1.360 2.484  0.453
C2 -4.439 0.848 3.935  -0.732
C3 -3.631 -0.388 3.860  -0.665
C4 -2.700 -0.132 2.658  1.054
O2 -3.513 0.714 1.808  -0.354
H1 -3.962 1.575 4.534  0.233
H2 -5.448 0.707 4.247  0.444
H3 -3.032 -0.668 4.690  0.511
H4 -4.234 -1.235 3.625  0.307
H5 -1.796 0.373 3.013  -0.607
H6 -2.478 -1.053 2.088  -0.120
O3 4.736 5.038 3.719  -0.612
C5 4.228 4.320 2.868  0.536
C6 3.335 4.720 1.772  -0.752
C7 2.683 3.429 1.131  0.024
C8 3.754 2.383 1.612  -0.145
O4 4.319 2.954 2.831  -0.435
H7 2.618 5.467 2.065  0.337
H8 3.856 5.261 0.948  0.357
H9 1.758 3.239 1.658  -0.066
H10 2.574 3.545 0.093  0.478
H11 3.458 1.325 1.843  0.094
H12 4.594 2.393 0.886  0.318
O5 2.061 -3.734 -0.540  -0.419
C9 2.919 -3.456 -1.393  0.337
C10 2.800 -2.896 -2.800  1.027
C11 4.151 -2.188 -2.941  -0.542
C12 5.064 -3.099 -2.131  -0.626
O6 4.255 -3.487 -1.051  -0.429
H13 2.672 -3.711 -3.528  0.460
H14 2.052 -2.164 -2.984  -1.145
H15 4.599 -2.038 -3.922  0.458
H16 4.133 -1.210 -2.478  0.093
H17 5.320 -3.956 -2.720  0.272
H18 5.932 -2.652 -1.725  0.422
O7 -0.099 -3.720 -3.335  -0.480
C13 -1.138 -3.353 -2.946  -0.145
C14 -1.459 -2.162 -2.059  2.522
C15 -2.972 -2.287 -1.825  0.658
C16 -3.396 -3.194 -2.907  -0.730
O8 -2.255 -4.045 -3.244  -0.436
H19 -0.902 -2.199 -1.107  -1.073
H20 -1.271 -1.153 -2.426  -0.635
H21 -3.132 -2.559 -0.799  0.235
H22 -3.398 -1.273 -1.956  -0.647
H23 -4.178 -3.908 -2.589  0.326
H24 -3.802 -2.667 -3.824  0.242
O9 -1.538 1.807 -3.379  -0.588
C17 -2.498 1.925 -2.629  0.280
C18 -2.760 2.978 -1.601  -0.073
C19 -4.178 2.699 -1.139  -0.347
C20 -4.332 1.142 -1.367  0.077
O10 -3.325 0.919 -2.406  -0.362
H25 -2.004 2.807 -0.896  -0.109
H26 -2.646 3.942 -2.045  0.586
H27 -4.227 2.793 -0.060  0.099
H28 -4.979 3.337 -1.602  0.300
H29 -3.975 0.517 -0.517  -0.217
H30 -5.288 0.789 -1.712  0.523
O11 2.133 2.274 -1.824  -0.533
C21 1.729 1.687 -2.801  0.065
C22 1.804 2.092 -4.264  -0.585
C23 1.764 0.733 -5.006  -0.689
C24 0.862 -0.048 -4.051  -0.577
O12 1.209 0.416 -2.671  0.578
H31 0.865 2.625 -4.509  0.239
H32 2.641 2.745 -4.600  0.395
H33 1.343 0.885 -6.087  0.290
H34 2.796 0.278 -5.103  0.230
H35 -0.189 0.224 -4.264  0.294
H36 1.049 -1.110 -4.112  0.519
C25 0.845 3.357 4.879  -0.526
C26 0.247 1.983 5.141  0.987
C27 1.200 0.833 5.067  -1.015
O13 -0.936 1.834 5.397  -0.627
H37 0.009 4.099 4.829  0.330
H38 1.402 3.360 3.962  -0.304
H39 1.666 3.543 5.674  0.342
H40 0.663 -0.085 4.988  0.277
H41 1.776 0.821 6.060  0.422
H42 1.926 0.956 4.318  0.103
C28 0.302 -3.936 2.071  -1.205
C29 -0.818 -3.890 1.071  0.949
C30 -0.925 -4.905 0.019  -0.881
O14 -1.638 -2.981 1.110  -0.449
H43 -0.002 -4.765 2.758  0.440
H44 0.482 -3.010 2.547  0.149
H45 1.211 -4.371 1.569  0.286
H46 -0.617 -5.991 0.352  0.401
H47 -0.405 -4.660 -0.880  0.076
H48 -1.988 -4.931 -0.295  0.314
C31 -0.569 0.960 -0.032  0.892
C32 0.370 0.500 1.088  0.310
C33 1.407 -0.497 0.716  -0.518
O15 0.246 1.062 2.129  -0.565
H49 -0.482 0.207 -0.818  -0.505
H50 -0.296 1.903 -0.402  0.408
H51 -1.591 1.035 0.447  -0.164
H52 2.277 0.124 0.405  -0.024
H53 1.231 -1.122 -0.154  -0.531
H54 1.762 -1.148 1.525  0.457

Results
Total charge: 0
Structure (SMILES): O=C1CCCO1.O=C1CCCO1.O=C1CCCO1.O=C1CCCO1.O=C1CCCO1.O=C1CCCO1.CC(C)=O.CC(C)=O.CC(C)=O
Electronic energy, eV: -65809.234
Gap between HOMO and LUMO, eV: 9.9



# C33H55AsGeNO3PdSi2

A structure of composition C33H55AsGeNO3PdSi2 (the ωB97M-V functional and the def2-TZVPD basis, OMol25).

Last column: Löwdin spin population.
Element x y z (Å)
Pd1 -0.086 -0.090 0.078  0.011
C1 1.350 3.640 2.389  0.000
C2 -0.160 3.526 2.147  0.000
C3 -0.617 4.577 1.129  0.000
C4 -0.889 3.779 3.471  0.000
O1 -0.476 2.222 1.633  0.008
Ge1 -2.109 1.429 1.928  0.000
O2 -2.169 0.892 0.054  0.001
C5 -3.373 0.698 -0.692  0.000
C6 -3.613 -0.804 -0.866  0.000
C7 -3.246 1.383 -2.063  -0.001
C8 -4.553 1.338 0.050  0.000
O3 -0.570 -0.395 2.818  0.016
C9 -1.138 -1.693 3.209  0.002
C10 -0.300 -2.474 4.217  0.011
C11 -1.292 -2.503 1.916  0.000
C12 -2.512 -1.394 3.816  0.000
H1 1.604 4.684 2.552  0.000
H2 1.914 3.284 1.533  0.000
H3 1.652 3.076 3.269  0.000
H4 -0.597 5.563 1.582  0.000
H5 -1.639 4.359 0.812  0.000
H6 0.031 4.584 0.258  0.000
H7 -0.508 4.687 3.931  0.000
H8 -0.734 2.950 4.162  0.000
H9 -1.962 3.902 3.301  0.000
H10 -2.733 -1.251 -1.341  0.000
H11 -4.488 -0.988 -1.483  0.000
H12 -3.770 -1.270 0.106  0.000
H13 -2.664 0.767 -2.757  0.000
H14 -2.756 2.349 -1.949  0.000
H15 -4.230 1.548 -2.491  0.000
H16 -4.740 0.832 0.999  0.000
H17 -5.453 1.271 -0.557  0.000
H18 -4.341 2.392 0.239  0.000
H19 0.742 -2.544 3.914  0.001
H20 -0.694 -3.487 4.284  0.002
H21 -0.354 -2.022 5.205  0.004
H22 -0.324 -2.886 1.585  0.000
H23 -1.726 -1.863 1.133  0.000
H24 -1.961 -3.343 2.082  0.000
H25 -2.436 -0.612 4.572  0.000
H26 -2.916 -2.285 4.288  0.000
H27 -3.210 -1.066 3.044  0.000
C13 0.585 -3.979 -2.274  0.031
C14 1.958 -4.106 -2.112  -0.003
C15 2.636 -3.305 -1.216  0.028
C16 1.949 -2.338 -0.470  -0.004
C17 0.581 -2.137 -0.716  0.013
C18 -0.094 -2.980 -1.588  0.002
C19 2.518 -1.685 0.694  0.092
C20 3.767 -1.979 1.265  -0.019
C21 4.025 -1.601 2.557  0.077
C22 3.021 -0.966 3.330  0.012
C23 3.112 -0.741 4.713  0.306
C24 2.018 -0.226 5.421  0.005
C25 0.850 0.115 4.812  0.262
C26 0.692 0.069 3.332  0.048
C27 1.839 -0.609 2.635  0.066
N1 1.652 -0.901 1.367  -0.022
H28 0.045 -4.663 -2.909  0.002
H29 2.503 -4.861 -2.659  -0.001
H30 3.695 -3.450 -1.065  0.001
H31 -1.169 -2.884 -1.712  0.000
H32 4.504 -2.519 0.696  -0.003
H33 4.965 -1.853 3.024  0.003
H34 4.019 -1.008 5.230  0.015
H35 2.097 -0.142 6.493  -0.006
H36 0.018 0.506 5.376  0.011
H37 0.684 1.122 2.980  0.024
C28 1.144 -1.530 -5.470  -0.001
Si1 -0.478 -0.656 -4.977  -0.003
C29 -0.919 0.901 -5.983  0.000
C30 -1.987 -1.825 -4.904  0.000
As1 -0.162 -0.116 -2.512  0.001
Si2 1.814 1.221 -2.455  0.001
C31 1.889 2.262 -4.053  0.001
C32 1.415 2.336 -0.963  0.000
C33 3.413 0.234 -2.122  0.002
H38 0.987 -2.145 -6.350  0.000
H39 1.498 -2.176 -4.672  0.000
H40 1.928 -0.820 -5.711  0.000
H41 -1.203 0.596 -6.987  0.000
H42 -0.092 1.594 -6.078  0.000
H43 -1.763 1.435 -5.551  0.000
H44 -2.082 -2.379 -5.833  0.000
H45 -2.914 -1.274 -4.765  0.000
H46 -1.898 -2.552 -4.101  0.000
H47 0.957 2.795 -4.226  0.000
H48 2.107 1.653 -4.924  0.000
H49 2.679 3.000 -3.971  0.000
H50 0.373 2.668 -0.982  0.000
H51 2.043 3.223 -0.958  0.000
H52 1.594 1.792 -0.019  0.000
H53 3.508 -0.632 -2.770  0.000
H54 3.447 -0.110 -1.091  0.001
H55 4.282 0.864 -2.284  0.000

Results
Total charge: +2
Electronic energy, eV: -179321.152
Gap between HOMO and LUMO (alpha / beta), eV: 4.0 / 5.4
<S²>: 0.812
2S+1: 2
Energy relative to the best compared isomer or geometry (same formula, charge and spin), eV: 1.1620